No. 1
Molecular formula: C69H49AsHfN9OS2Se
Method: DFT, ωB97M-V/def2-TZVPD

Each line ends with the Löwdin charge.
Geometry (Å):
Hf -0.057 0.729 0.425  1.766
C -0.087 -2.756 7.549  -0.081
C 0.652 -3.283 6.499  -0.076
C 0.648 -2.653 5.261  -0.061
C -0.088 -1.487 5.053  -0.207
C -0.826 -0.967 6.116  -0.034
C -0.825 -1.594 7.355  -0.068
C -0.049 -0.787 3.736  -0.088
C -1.273 -0.531 3.064  -0.203
C -2.544 -1.074 3.456  0.005
C -3.490 -0.531 2.654  0.023
C -2.832 0.371 1.756  -0.238
C -3.454 1.245 0.909  -0.061
C -4.945 1.305 0.968  -0.211
C -5.590 1.730 2.128  -0.031
C -6.977 1.781 2.180  -0.065
C -7.730 1.392 1.081  -0.076
C -7.094 0.973 -0.082  -0.067
C -5.708 0.940 -0.140  -0.031
C -2.825 2.133 -0.027  -0.247
N -1.508 2.036 -0.482  -0.036
C -1.374 2.989 -1.457  -0.242
C -0.252 2.972 -2.486  -0.206
C -0.171 4.361 -3.113  -0.178
C -0.834 4.720 -4.282  -0.073
C -0.804 6.033 -4.736  -0.067
C -0.126 7.007 -4.020  -0.079
C 0.528 6.660 -2.845  -0.065
C 0.505 5.348 -2.397  -0.020
C 1.043 2.473 -1.864  -0.139
C 1.404 1.092 -2.424  -0.294
C 2.233 0.446 -1.284  -0.098
C 2.054 1.490 -0.146  -0.342
N 1.380 2.620 -0.636  0.117
C 3.048 1.531 0.968  -0.112
C 2.661 0.786 2.026  -0.240
C 3.311 0.422 3.281  0.024
C 2.416 -0.256 4.014  0.035
C 1.151 -0.301 3.268  -0.216
N 1.333 0.303 2.062  -0.030
C 4.252 2.399 0.929  -0.163
C 4.167 3.675 0.364  -0.015
C 5.262 4.529 0.366  -0.066
C 6.470 4.123 0.912  -0.080
C 6.580 2.850 1.453  -0.074
C 5.485 1.998 1.460  -0.059
C -2.543 3.717 -1.590  -0.012
C -3.469 3.164 -0.698  0.004
N -1.443 0.307 2.003  -0.023
H -0.082 -3.242 8.517  0.106
H 1.233 -4.187 6.645  0.106
H 1.220 -3.070 4.436  0.113
H -1.390 -0.050 5.974  0.123
H -1.398 -1.174 8.173  0.107
H -2.682 -1.792 4.250  0.119
H -4.551 -0.729 2.660  0.127
H -4.996 2.035 2.982  0.126
H -7.469 2.124 3.082  0.109
H -8.812 1.419 1.126  0.107
H -7.679 0.673 -0.943  0.107
H -5.204 0.615 -1.044  0.107
H -1.391 3.988 -4.848  0.079
H -1.323 6.295 -5.652  0.109
H -0.114 8.032 -4.370  0.106
H 1.048 7.416 -2.268  0.107
H 1.004 5.083 -1.471  0.109
H -0.033 -0.284 -3.074  0.092
H 1.914 -0.555 -1.025  0.096
H 4.326 0.656 3.565  0.108
H 2.555 -0.651 5.011  0.121
H 3.226 4.005 -0.056  0.097
H 5.164 5.522 -0.055  0.108
H 7.323 4.791 0.917  0.108
H 7.523 2.517 1.870  0.107
H 5.599 1.001 1.867  0.090
H -2.710 4.525 -2.287  0.120
H -4.493 3.470 -0.549  0.122
N 4.875 -0.754 -0.253  0.180
C 4.693 -0.286 -1.489  -0.574
N 3.585 0.299 -1.920  0.067
C 3.593 0.594 -3.290  -0.268
C 4.755 0.301 -3.883  -0.326
S 5.855 -0.395 -2.742  1.102
C 2.276 1.057 -3.659  -0.163
C 1.794 1.322 -4.863  -0.314
S 0.166 1.819 -5.125  1.070
C -0.583 1.704 -3.410  -0.620
N 0.030 0.627 -2.626  0.083
N -1.953 1.408 -3.699  0.087
H 4.264 -0.425 0.483  0.086
H 5.779 -1.112 0.000  0.122
H 5.026 0.382 -4.924  0.096
H 2.385 1.229 -5.768  0.095
H -2.268 1.795 -4.579  0.066
H -2.571 1.731 -2.961  0.077
Se 3.387 -2.891 -4.254  0.551
C 1.964 -2.351 -3.355  -0.914
N 1.032 -1.988 -2.742  0.006
O -0.065 -1.176 -0.048  -0.542
As -0.320 -2.765 -0.614  1.310
C -1.623 -2.748 -2.014  -0.328
C -1.649 -3.706 -3.019  -0.079
C -2.605 -3.615 -4.014  -0.055
C -3.527 -2.574 -4.004  -0.058
C -3.497 -1.626 -2.995  -0.071
C -2.538 -1.702 -1.993  -0.115
C 1.323 -3.733 -0.540  -0.333
C 2.333 -3.198 0.246  -0.114
C 3.536 -3.885 0.352  -0.074
C 3.721 -5.079 -0.331  -0.061
C 2.701 -5.599 -1.117  -0.057
C 1.492 -4.931 -1.220  -0.080
C -1.289 -3.551 0.864  -0.269
C -2.681 -3.622 0.836  -0.083
C -3.368 -4.181 1.905  -0.073
C -2.670 -4.670 3.001  -0.069
C -1.283 -4.595 3.036  -0.069
C -0.591 -4.041 1.969  -0.083
H -0.916 -4.502 -3.043  0.097
H -2.622 -4.351 -4.808  0.114
H -4.265 -2.498 -4.793  0.112
H -4.216 -0.815 -2.990  0.100
H -2.505 -0.952 -1.216  0.090
H 2.173 -2.270 0.784  0.093
H 4.327 -3.490 0.978  0.101
H 4.665 -5.604 -0.255  0.112
H 2.849 -6.525 -1.657  0.117
H 0.697 -5.338 -1.831  0.102
H -3.229 -3.250 -0.019  0.096
H -4.450 -4.243 1.880  0.112
H -3.209 -5.121 3.826  0.112
H -0.740 -4.976 3.893  0.106
H 0.489 -4.001 1.992  0.094

Values from the calculation:
**Total charge**: +1
**ΔE to the lowest compared entry with this formula, charge and spin**: 44.0 kcal per mole
**DFT total energy**: -236966.7842 eV

No. 2
Molecular formula: C5H2F6O2P2
Method: DFT, ωB97M-V/def2-TZVPD

Each line ends with the natural charge from an NBO analysis.
Geometry (Å):
C 2.574 1.016 -0.830  0.209
C -1.590 -1.797 -1.535  0.434
C 0.766 -0.831 0.423  -1.049
C 3.055 1.600 -2.120  0.869
C -3.032 -1.401 -1.771  0.869
O 2.764 1.561 0.231  -0.467
O -0.880 -2.713 -1.704  -0.400
F 2.050 2.121 -2.797  -0.308
F 3.883 2.609 -1.892  -0.307
F 3.658 0.703 -2.848  -0.298
F -3.187 -1.378 -3.130  -0.308
F -3.953 -2.277 -1.308  -0.314
F -3.367 -0.295 -1.203  -0.275
P 1.542 -0.444 -1.234  0.396
P -0.232 0.499 -0.379  0.411
H 0.333 -1.958 0.329  0.264
H 1.161 -0.708 1.438  0.272

Values from the calculation:
**Total charge**: 0
**Multiplicity**: 3
**ΔE to the lowest compared entry with this formula, charge and spin**: 5.8 kcal per mole
**DFT total energy**: -44190.1518 eV
**⟨S²⟩**: 2.007